# 1
DFT (wB97M-V/def2-TZVPD) results for a gas-phase ion, C19H21BrN3O2 (charge +1).

Structure (ORCA input):
```
! RIJCOSX wB97M-V def2-TZVPD def2/J DEFGRID3
* xyz 1 1
H -0.195 1.965 -1.646
H 6.591 1.033 1.836
O -3.946 -2.353 0.353
H -3.281 -4.236 0.301
H 7.169 -1.750 -1.357
C 6.511 -1.129 -0.771
C -3.717 -1.028 0.389
H -7.415 0.502 -0.183
C 4.303 -0.292 -0.285
H -2.260 -3.097 -0.611
H 4.753 -1.699 -1.838
C 2.456 2.188 -0.521
H 2.304 -2.422 -0.873
H -0.332 1.171 1.073
H -1.053 0.532 -1.504
H -8.032 -0.906 0.715
H 4.183 1.065 1.383
C 0.829 0.335 -0.932
C -7.246 -0.155 0.676
H -1.583 -1.037 0.275
H -3.396 2.831 0.495
C -4.879 -0.210 0.490
H -7.260 0.433 1.598
C -2.473 -0.429 0.335
C -4.736 1.168 0.527
C 5.157 -1.101 -1.036
C -0.977 1.558 0.282
C 2.057 -1.382 -0.842
N 2.069 0.808 -0.638
C 6.185 0.446 1.027
C -3.479 1.755 0.461
N 0.787 -0.964 -1.050
C -2.849 -3.237 0.301
C 7.022 -0.350 0.258
H -1.010 2.645 0.345
H -2.202 -3.123 1.176
C 2.877 -0.306 -0.578
H -5.602 1.803 0.607
N -0.356 1.146 -1.049
O -6.041 -0.878 0.543
H 3.537 2.263 -0.623
H 2.166 2.600 0.448
C -2.350 0.966 0.376
H 1.995 2.781 -1.314
Br 8.886 -0.379 0.624
C 4.831 0.473 0.755
*
```

As for the HOMO-LUMO gap: 8.18 eV. The SMILES is COc1ccc(C[NH2+]c2ncc(-c3ccc(Br)cc3)n2C)cc1OC. Its relative energy (zero: lowest compared OMol25 entry of this formula, charge and spin) is 0.0 kJ/mol. For the HOMO energy, the calculation gives -11.031 eV.

# 2
DFT (wB97M-V/def2-TZVPD) results for a molecular structure, C19H21Cl2NO5ReTe.

Structure (ORCA input):
```
! RIJCOSX wB97M-V def2-TZVPD def2/J DEFGRID3
* xyz 2 4
C 2.972 -0.538 -2.744
O -1.008 1.130 -1.848
O 0.975 0.912 -0.741
Cl 1.894 3.509 0.605
H 3.613 -1.364 -3.136
H -3.696 -1.052 3.026
C 3.283 0.979 1.344
C -5.257 -2.852 0.905
H -6.955 -3.930 1.524
H -0.406 0.541 0.803
H -2.966 -5.818 1.939
H -1.396 2.111 4.691
C -1.126 0.702 1.603
C -3.856 -2.794 0.805
C -3.624 -4.953 1.769
H -5.831 -1.956 0.625
C -0.886 1.591 2.680
C 4.635 3.069 -2.111
O 4.309 2.344 -0.997
H 4.291 1.170 1.620
Te -2.906 -1.196 -0.136
H 0.026 2.225 2.630
C 3.028 0.733 -3.544
H 4.115 0.873 -3.664
Re 2.669 1.687 -0.412
C -2.262 -0.165 1.664
H 2.659 1.407 2.132
H 0.690 1.698 -4.000
C 1.028 2.074 -3.014
C -5.016 -5.041 1.929
H 0.706 3.157 -2.946
H -5.414 -5.916 2.390
O 5.739 3.477 -2.447
H 2.842 4.001 -2.792
C -5.847 -3.960 1.482
C 3.414 3.071 -3.033
C -1.667 1.533 3.802
H -1.982 -3.748 1.240
C -2.764 0.656 3.908
N 2.508 1.907 -2.827
H 3.851 3.089 -4.013
O 3.354 -0.178 -1.377
H 2.574 0.629 -4.525
C -2.956 -0.245 2.876
H 1.929 -0.885 -2.661
C 0.195 1.326 -1.784
C -3.017 -3.818 1.256
H 3.762 -0.853 -0.794
Cl 3.091 -0.872 1.447
H -3.315 0.534 4.850
*
```

Its expectation value of S² is 3.772. As for the HOMO-LUMO gap (alpha / beta): 6.11 / 6.04 eV. Its relative energy (zero: lowest compared OMol25 entry of this formula, charge and spin) is 0.0 kJ/mol. For the HOMO energy (alpha / beta), the calculation gives -14.479 / -14.683 eV.

# 3
DFT (wB97M-V/def2-TZVPD) results for C19H21ClN2O5S in the gas phase.

Structure (ORCA input):
```
! RIJCOSX wB97M-V def2-TZVPD def2/J DEFGRID3
* xyz 0 1
H 1.193 1.107 5.760
H 0.236 -0.152 6.562
H 2.033 -2.266 2.912
H -1.854 0.098 -4.627
H 2.289 -4.392 1.740
C -0.757 -4.926 3.111
C 1.184 0.101 3.267
H 1.476 1.578 -3.576
H -0.747 -0.253 2.830
C -0.468 2.095 -1.184
H 1.805 -1.143 4.910
H -2.526 1.716 -4.284
C 0.878 2.303 -5.542
C -1.294 0.745 0.603
H -2.176 2.011 -6.605
C -0.061 0.852 1.250
H 1.452 1.816 -6.347
H -1.789 -3.527 4.361
C 0.967 1.589 0.666
N -0.572 1.478 -3.741
C 1.247 -3.002 2.985
O -2.100 3.303 -2.842
H 1.916 1.672 1.170
O 2.282 0.551 3.031
Cl 0.590 -6.659 1.538
H 0.857 0.301 -4.647
H -1.530 -5.676 3.157
S -0.740 2.858 -2.781
O -0.384 2.703 -6.028
C 0.736 1.345 -4.340
H -2.440 1.306 -1.127
C -1.296 1.635 -6.082
C -0.903 -3.731 3.781
O -0.158 -1.608 4.418
N 0.082 0.216 2.482
H -0.865 0.801 -6.660
O 0.323 3.790 -3.015
C -1.655 1.175 -4.655
H -2.091 0.176 1.061
C 1.396 -4.204 2.314
H -0.497 0.839 5.296
H 1.374 3.225 -5.240
C 0.881 -0.657 4.571
C 0.098 -2.760 3.727
C -1.494 1.365 -0.614
C 0.755 2.209 -0.552
C 0.422 0.356 5.619
C 0.398 -5.161 2.379
H 1.527 2.802 -1.016
*
```

As for the HOMO-LUMO gap: 9.33 eV. The SMILES is C[C@@H](Oc1ccc(Cl)cc1)C(=O)Nc1ccc(S(=O)(=O)N2CCOCC2)cc1. Its relative energy (zero: lowest compared OMol25 entry of this formula, charge and spin) is 93.4 kJ/mol. For the HOMO energy, the calculation gives -8.841 eV.

# 4
DFT (wB97M-V/def2-TZVPD) results for a molecular structure, C19H21CoN3O8P2.

Structure (ORCA input):
```
! RIJCOSX wB97M-V def2-TZVPD def2/J DEFGRID3
* xyz 0 2
H -0.717 -1.153 3.697
C 2.829 0.678 2.632
C -3.494 -2.699 2.512
H -2.852 -2.144 4.481
O -0.834 -0.577 -5.036
O 1.926 -0.476 -0.748
O -0.160 2.924 -1.555
C -2.018 -3.150 -1.444
C 3.751 0.781 -0.054
H 5.379 1.880 0.700
P -0.106 0.099 -3.734
O 1.096 0.850 -4.114
H -0.946 2.785 -4.550
C -1.846 2.221 -4.308
C -3.184 -2.692 1.159
N 0.889 -0.514 1.952
H -2.186 1.735 -5.226
H -0.207 -0.619 -5.764
O -1.104 0.763 -0.648
H -0.440 3.836 -1.686
C 2.429 0.647 3.980
H -2.397 -0.429 -2.326
N -2.685 0.269 -3.022
P -1.415 1.936 -1.529
H -3.872 -3.121 0.443
C 4.823 1.887 3.324
C -1.994 -2.129 0.740
C -1.418 -1.588 2.998
C -2.611 -2.144 3.427
C -1.498 1.199 -3.239
H -1.443 -3.030 -2.358
O -2.716 2.640 -1.397
H -3.086 -3.110 -1.666
N 0.110 -1.041 1.112
H -3.450 0.826 -2.622
C 4.459 1.355 0.936
H -4.427 -3.134 2.845
H 5.030 2.286 5.410
O -0.104 -1.003 -2.691
C 4.420 1.844 4.633
H 1.495 0.166 4.234
H 2.882 1.184 5.990
C 4.040 1.310 2.309
C 3.208 1.218 4.958
H -1.782 -4.100 -0.964
C 2.038 0.072 1.569
H -2.612 2.911 -3.951
H 4.065 0.826 -1.088
C -1.093 -1.577 1.649
Co 0.145 -0.912 -0.755
H -2.956 -0.193 -3.891
O -1.637 -2.060 -0.600
H 5.758 2.366 3.052
C 2.516 0.100 0.223
*
```

Its expectation value of S² is 0.796. As for the HOMO-LUMO gap (alpha / beta): 6.93 / 6.98 eV. For the HOMO energy (alpha / beta), the calculation gives -7.504 / -7.569 eV.

# 5
DFT (wB97M-V/def2-TZVPD) results for a molecular structure, C19H21CrO2.

Structure (ORCA input):
```
! RIJCOSX wB97M-V def2-TZVPD def2/J DEFGRID3
* xyz -1 5
C -2.884 1.399 0.823
C -1.006 2.540 0.000
H -1.572 2.411 5.505
C 0.164 0.700 4.085
H -3.351 2.905 2.403
C -1.040 -0.033 4.031
C 1.234 -2.372 -4.997
C -2.145 2.661 4.611
H -3.185 2.370 4.745
H -1.101 4.168 1.562
H -0.167 2.825 -0.627
H 0.773 -1.377 1.481
C 1.571 0.340 -2.433
O -1.661 2.009 3.530
H -1.801 -0.063 4.817
C -0.999 -0.905 2.896
C 3.222 -3.677 -3.535
H 3.488 -4.910 -5.297
C -1.932 1.424 -0.283
C 2.936 -4.085 -4.845
C 1.945 -3.417 -5.578
H 0.442 1.353 4.929
C 0.313 -0.735 2.245
H 0.461 -1.840 -5.556
H 1.133 1.340 -2.485
H 2.777 -2.287 -1.941
H -3.708 0.711 0.937
C -1.509 3.246 1.142
H 2.663 0.242 -2.412
H -1.735 -1.678 2.651
C -2.642 2.555 1.652
C 1.512 -1.948 -3.672
C 0.974 0.365 2.973
H -2.143 3.746 4.478
H 1.980 0.748 2.772
H -1.946 0.814 -1.181
Cr -0.793 0.857 1.399
C 2.535 -2.608 -2.956
H 1.729 -3.711 -6.606
H -0.144 -0.501 -3.577
H 3.993 -4.192 -2.960
C 0.800 -0.793 -3.096
O 0.819 -0.596 -1.631
*
```

Its expectation value of S² is 6.072. As for the HOMO-LUMO gap (alpha / beta): 3.92 / 4.56 eV. Its relative energy (zero: lowest compared OMol25 entry of this formula, charge and spin) is 0.0 kJ/mol. For the HOMO energy (alpha / beta), the calculation gives -1.422 / -2.065 eV.